# 1
ORCA calculation (ωB97M-V/def2-TZVPD) on a structure of composition C12H18F24Na4O9P4.

The geometry in ORCA input format:
```
! RIJCOSX wB97M-V def2-TZVPD def2/J DEFGRID3
* xyz 0 1
H -17.486 -19.061 10.295
H -19.903 -14.659 16.335
H -14.970 -14.563 12.258
H -18.592 -18.548 9.012
O -17.936 -16.317 13.400
P -15.183 -9.195 17.649
F -15.746 -15.176 14.579
C -19.357 -18.426 11.063
Na -12.808 -15.159 16.338
O -18.758 -17.181 11.512
F -14.226 -13.561 15.061
F -11.520 -13.365 15.522
F -12.487 -11.537 16.459
O -18.607 -18.451 13.318
C -14.168 -14.531 9.490
F -15.689 -7.735 17.300
C -22.660 -13.369 15.633
C -15.143 -16.162 10.753
F -9.844 -12.047 14.718
H -23.283 -16.250 18.203
P -14.554 -18.436 17.528
H -14.447 -18.113 11.321
Na -14.248 -10.914 14.630
F -17.368 -14.021 15.803
H -21.470 -14.567 18.115
F -16.199 -9.314 18.924
F -13.413 -17.488 16.794
P -11.119 -11.768 15.581
C -21.982 -14.890 17.208
F -15.413 -14.630 16.685
F -14.203 -9.246 16.351
F -14.016 -8.618 18.564
Na -17.063 -16.695 15.899
F -15.812 -12.385 16.205
F -10.310 -12.040 16.945
O -14.956 -13.868 10.356
F -10.831 -10.204 15.629
O -23.378 -12.677 15.009
F -13.623 -19.683 17.251
H -16.565 -14.615 11.384
C -15.495 -14.789 11.335
C -14.611 -17.133 11.777
C -18.528 -19.053 9.973
H -20.395 -18.195 10.844
F -16.098 -12.992 13.989
O -14.116 -15.855 9.814
F -14.691 -10.712 18.032
C -18.414 -17.231 12.798
F -16.358 -9.862 16.728
H -21.903 -17.040 17.412
F -15.493 -17.098 17.714
F -15.319 -18.694 16.101
H -18.748 -20.218 12.219
H -20.933 -15.727 15.469
H -23.281 -16.489 16.483
H -18.875 -20.078 9.840
Na -16.671 -11.939 18.466
P -15.837 -13.744 15.362
O -22.932 -13.884 16.859
O -21.410 -13.734 15.248
O -13.558 -14.045 8.601
C -22.635 -16.235 17.325
F -12.017 -11.591 14.232
H -13.691 -16.829 12.269
F -13.860 -18.123 18.927
H -20.257 -19.527 12.798
H -15.376 -17.324 12.537
C -20.946 -14.799 16.056
F -15.655 -19.346 18.239
H -16.000 -16.608 10.242
C -19.290 -19.287 12.357
*
```

Computed properties:
- Orbital gap: 9.37 eV
- LUMO energy: -1.74 eV

Charge distribution, Mulliken scheme, values in e:
1 H 0.320
2 H -0.106
3 H -0.373
4 H 0.364
5 O -0.511
6 P 1.283
7 F -0.244
8 C 0.420
9 Na 0.933
10 O -0.343
11 F -0.437
12 F -0.399
13 F -0.389
14 O -0.349
15 C 0.549
16 F -0.330
17 C 0.604
18 C 0.803
19 F -0.333
20 H 0.360
21 P 1.376
22 H 0.373
23 Na 0.819
24 F -0.203
25 H 0.281
26 F -0.386
27 F -0.411
28 P 1.286
29 C 0.547
30 F -0.419
31 F -0.377
32 F -0.353
33 Na 0.818
34 F -0.173
35 F -0.393
36 O -0.426
37 F -0.343
38 O -0.500
39 F -0.364
40 H 0.191
41 C 0.462
42 C -1.370
43 C -1.360
44 H 0.349
45 F -0.418
46 O -0.428
47 F -0.355
48 C 0.665
49 F -0.345
50 H 0.344
51 F -0.448
52 F -0.396
53 H 0.303
54 H 0.048
55 H 0.350
56 H 0.398
57 Na 0.926
58 P 1.274
59 O -0.362
60 O -0.307
61 O -0.521
62 C -1.388
63 F -0.414
64 H 0.391
65 F -0.358
66 H 0.302
67 H 0.223
68 C 0.154
69 F -0.368
70 H 0.061
71 C -0.579


# 2
ORCA calculation (ωB97M-V/def2-TZVPD) on a structure of composition C45H120F3MnN10O13.

The geometry in ORCA input format:
```
! RIJCOSX wB97M-V def2-TZVPD def2/J DEFGRID3
* xyz 1 6
H -2.633 8.355 4.023
H 5.406 5.261 -4.798
H 5.746 7.421 -2.453
H 6.616 2.528 -4.169
C 5.335 4.932 -3.761
H 5.420 -2.276 -1.538
H 3.838 -2.683 4.947
C -1.196 -3.679 3.215
H -4.679 2.855 -1.267
H 1.481 -2.561 -4.232
H -5.192 3.986 -2.484
H -1.824 -2.750 1.479
H -6.938 1.301 1.764
H 1.896 -1.187 -2.295
Mn 1.158 -0.898 -6.128
H 2.734 -4.989 -3.654
H 5.782 0.622 -2.275
C -2.107 2.364 -2.135
H -0.535 -2.111 -0.758
N -2.807 4.763 -1.948
C -5.378 -4.080 -0.676
C 1.318 -0.329 -2.639
C 7.319 -3.186 -1.756
C -0.925 -0.140 0.087
H 5.740 -5.492 3.702
H 5.283 1.556 -4.679
H 6.471 1.054 -0.733
H 2.911 2.867 -4.103
H -1.801 3.037 1.759
C 5.943 0.259 -1.260
H 2.503 -3.259 -5.150
N -6.763 -1.243 0.927
H -1.437 4.193 4.249
H -3.621 2.501 5.111
O 0.078 -0.559 -2.033
H 6.451 -4.381 -3.328
H -0.293 6.549 5.271
N 1.507 -3.106 -5.082
H -2.773 -3.978 -1.326
C 4.778 3.488 -3.834
H -1.119 -0.684 1.011
H -1.075 2.688 -2.269
C -4.326 -0.932 1.273
H 0.154 -5.939 4.590
H 6.694 -3.352 0.127
H 5.108 7.607 -4.137
O -4.978 2.217 -3.275
C 1.646 -4.973 -3.596
H -2.293 1.428 -2.661
H 3.923 -5.679 3.479
H -2.873 3.598 -3.626
H 6.300 4.870 -3.258
H 0.734 6.528 -3.813
H 2.913 -3.827 -1.394
H -3.452 -0.553 1.803
H 1.547 -5.387 5.558
H 5.066 -0.107 -0.725
H 1.033 -6.285 -6.044
H -5.019 -4.547 0.242
H -2.322 2.093 -1.102
C -5.256 3.049 2.510
C -5.898 1.041 1.568
H -1.871 -0.014 -0.439
O 0.808 -3.962 4.265
H 0.942 -1.314 -0.212
H -6.276 0.872 -3.887
H 5.652 -3.232 3.560
N -1.682 -2.620 -3.394
H 1.635 5.173 -2.514
H -6.100 0.730 -2.172
H 3.473 -1.503 0.208
C 0.974 -4.446 -4.828
O 4.866 -2.374 1.394
H -7.043 2.097 -2.864
H -6.773 -0.910 -0.027
C 5.653 2.581 -4.676
C -3.083 3.507 -2.560
C 4.895 7.278 -3.120
H 7.426 -5.266 -2.099
H 1.485 -3.454 -0.590
H -5.662 1.378 0.558
C 0.263 -3.690 2.983
H 0.605 -4.383 2.214
C -2.725 0.577 4.673
H 2.704 -3.372 4.042
O 1.221 -4.110 -2.529
F 2.163 0.656 -0.640
H -1.354 4.601 1.016
C 4.538 -3.691 1.824
F 1.112 1.966 -1.963
O -2.700 4.746 2.643
C -0.037 -1.146 -0.659
C 4.679 -3.680 3.358
O -4.652 -3.067 -1.239
H -1.122 -1.787 -3.501
H -7.641 -0.846 1.229
H 5.823 2.974 -5.679
C 3.726 -1.537 1.268
N 3.619 -2.946 3.997
H 6.235 -1.875 -3.080
O -1.639 2.134 5.971
C 1.921 0.898 -1.946
H -3.359 -0.430 -3.743
H -0.704 3.337 7.450
H -6.259 -3.598 -0.252
H 1.668 -5.904 3.839
H -2.673 1.309 2.575
H 3.560 -4.081 1.544
H -3.195 5.944 4.796
H 4.178 -0.571 1.491
H -0.788 5.324 3.104
H -4.779 3.520 3.370
H -4.678 -1.062 -2.769
C -1.712 5.021 3.597
H -5.608 -4.929 -1.320
H -1.475 7.642 2.878
H -4.619 0.583 4.050
C -5.732 -0.511 1.680
H -3.954 -0.837 3.857
H -6.308 3.336 2.541
C -4.525 3.142 -2.307
H -0.099 -4.424 -4.639
C 1.077 -5.359 4.575
C -6.164 1.462 -2.977
H -3.419 1.522 6.487
C 4.743 -5.098 3.902
F 3.122 1.249 -2.410
H -4.839 3.413 1.571
H 0.500 -2.659 2.724
C -2.225 6.247 4.403
H -5.851 -0.599 2.760
H -2.893 3.963 0.724
H -3.098 -3.771 2.083
H -1.148 1.405 3.481
H 4.052 7.866 -2.759
H 2.549 -5.326 -6.000
H -2.577 -3.228 4.504
N -3.971 -0.052 4.493
N -1.281 6.578 5.479
O 0.173 6.468 -3.036
O 4.407 5.865 -3.092
H -1.680 -0.142 2.960
C 1.889 -4.186 -1.289
C 0.727 5.604 -2.092
H -3.131 7.279 2.588
C -3.836 -1.348 -3.399
H 4.654 3.120 -2.815
H 5.196 -4.419 1.350
H 5.800 -4.778 -1.683
H -2.226 -0.196 5.257
H -4.389 -1.678 -4.279
C -3.529 -3.548 -1.983
C 6.362 -1.987 -2.003
H -2.129 4.085 6.729
N 7.586 -3.333 -0.345
C -2.908 -2.286 -2.596
H 1.953 -5.227 -0.974
C -2.931 1.778 5.547
N -1.836 -2.702 4.064
C -2.146 4.041 1.513
H -2.370 2.778 7.792
C -2.425 7.492 3.391
C 6.675 -4.494 -2.267
H -1.113 -3.150 -2.750
H 8.287 -2.947 -2.196
H -1.232 -2.576 4.863
H 7.912 -2.477 0.081
N 3.506 3.554 -4.543
C -1.686 3.134 7.021
H 2.779 -1.763 1.758
H -2.919 4.720 -0.945
C -2.051 0.817 3.323
H -0.460 0.828 0.277
H -1.873 4.968 -2.270
H -1.730 -4.534 1.254
O -5.040 1.636 2.520
H 4.648 -4.945 4.977
H 3.247 4.473 -4.216
H 0.936 6.157 -1.177
O 1.049 -0.254 -4.040
H -2.563 -1.621 -1.805
C 1.465 -5.287 -6.114
H 1.325 -4.783 -7.070
H -4.185 -0.627 0.236
H 1.182 -5.900 -3.257
H -3.894 -4.224 -2.757
H -1.425 5.871 6.186
H -1.464 -4.642 3.650
O 6.780 -0.861 -1.250
C -2.021 -3.725 1.924
H 0.059 4.760 -1.918
H -4.296 -2.020 1.232
*
```

Computed properties:
- Orbital gap (spin up / spin down): 3.13 / 3.16 eV
- ⟨S²⟩: 8.755
- LUMO energy (spin up / spin down): -6.55 / -6.52 eV

Mulliken atomic charge list, values in e, 99 entries:
1 H 0.382
2 H 0.410
3 H 0.294
4 H 0.358
5 C -1.024
6 H -0.400
7 H 0.285
8 C -0.149
9 H -0.454
10 H 0.336
11 H 0.508
12 H -0.318
13 H 0.470
14 H -0.060
15 Mn 1.100
16 H 0.322
17 H 0.114
18 C 1.247
19 H 0.450
20 N -0.625
21 C -0.900
22 C -0.415
23 C 0.173
24 C 1.600
25 H 0.477
26 H 0.247
27 H 0.317
28 H 0.265
29 H 0.161
30 C -0.131
31 H 0.267
32 N -0.588
33 H 0.335
34 H 0.061
35 O 0.642
36 H 0.355
37 H 0.277
38 N -0.315
39 H 0.176
40 C 1.101
41 H -1.403
42 H -0.517
43 C 0.965
44 H 0.338
45 H 0.009
46 H 0.332
47 O -0.346
48 C -0.902
49 H -0.369
50 H 0.239
51 H 0.589
52 H 0.403
53 H 0.329
54 H 0.193
55 H -0.801
56 H 0.311
57 H -0.142
58 H 0.366
59 H 0.255
60 H -0.365
61 C -0.575
62 C -0.562
63 H -0.702
64 O -0.550
65 H -0.129
66 H 0.316
67 H 0.516
68 N -0.701
69 H -0.235
70 H -0.031
71 H -0.268
72 C -0.017
73 O -0.331
74 H 0.368
75 H 0.231
76 C -1.585
77 C 0.245
78 C -0.747
79 H 0.384
80 H -0.289
81 H 0.012
82 C -0.459
83 H 0.353
84 C 0.163
85 H 0.107
86 O 0.027
87 F -0.227
88 H 0.679
89 C -0.505
90 F -0.157
91 O -0.099
92 C -0.554
93 C 0.339
94 O -0.044
95 H 0.263
96 H 0.374
97 H 0.422
98 C -0.222
99 N -0.458


# 3
ORCA calculation (ωB97M-V/def2-TZVPD) on a structure of composition C42H56BN10RuS4Si.

The geometry in ORCA input format:
```
! RIJCOSX wB97M-V def2-TZVPD def2/J DEFGRID3
* xyz 0 2
H -0.033 -0.362 5.365
C 3.448 2.967 2.329
C -2.114 2.657 -2.990
H -6.546 2.261 3.192
H 1.934 -6.896 2.198
H -1.068 2.425 -3.184
C -2.874 1.792 -2.197
H 4.882 1.770 3.428
C -3.718 -0.094 4.332
H 2.997 2.412 0.278
C -2.170 0.722 2.962
H -1.720 -1.878 -2.967
N 0.005 2.601 -0.771
C -4.775 3.260 -2.587
C 1.670 4.080 -1.696
H 2.912 -5.433 2.117
H -6.209 0.540 3.355
C 1.753 1.610 -2.052
H -3.072 3.427 2.687
C 1.794 2.778 4.165
H -3.307 -0.514 0.597
H -4.861 1.472 -1.435
H 1.799 2.810 -4.467
N 2.288 2.278 2.971
C -0.069 -2.765 2.980
H 3.703 2.959 -6.028
Ru -0.134 0.578 -0.245
H 2.954 4.969 3.091
N 0.889 -3.757 2.955
H -5.429 2.526 1.044
C 5.032 1.854 -4.756
C -4.779 1.696 1.328
N -3.501 0.772 3.273
H -4.421 5.004 -3.792
H 4.624 3.051 0.567
H -1.650 3.476 0.072
H 2.221 -2.903 -2.944
C -2.534 -0.637 4.658
C 0.956 5.167 -1.245
H -3.788 3.215 4.295
C 3.820 2.439 -5.085
S -1.613 -2.827 2.290
H 5.869 1.919 -5.440
C -5.817 1.538 3.560
C 0.762 -5.121 2.371
S 1.823 0.036 1.369
S -1.404 1.617 1.696
H -0.188 -5.940 4.131
H 0.312 1.914 5.539
N 1.182 0.493 -1.698
H -0.423 -6.892 2.657
C -2.001 -0.841 -3.143
H -5.724 1.679 4.637
Si -2.120 0.167 -1.537
H 4.207 1.391 1.032
H 0.551 -6.032 0.438
H 1.133 -3.740 -1.903
C 1.050 -1.707 -1.808
H -1.295 -0.410 -3.858
S -0.114 -1.727 -0.522
C 1.726 -2.093 4.123
C -2.655 3.797 -3.563
C 1.673 1.081 2.727
C -0.268 4.966 -0.621
H 2.883 -3.916 3.782
H 2.131 3.709 4.579
C 4.100 1.082 -2.679
H 1.359 -4.448 0.415
H -0.884 5.795 -0.302
H 2.606 4.204 -2.218
C -4.502 1.790 2.826
C 2.882 1.678 -3.000
H 4.190 0.539 -1.746
H 4.450 3.282 4.244
H -3.119 -1.832 -0.541
C -3.361 -0.768 -0.460
C -0.702 3.678 -0.405
C 4.646 2.824 3.273
H 1.339 6.167 -1.400
H 2.138 4.527 1.582
H -5.823 3.484 -2.428
C 0.547 -5.025 0.863
C 2.747 2.355 -4.208
H 2.278 -6.007 3.678
H -2.990 -0.820 -3.612
H -4.745 3.927 2.986
H -4.389 -0.643 -0.812
C 1.997 -3.323 3.666
N 0.827 0.840 3.759
C -4.220 2.116 -2.027
N -1.573 -0.116 3.824
C 2.059 -5.897 2.615
H 6.116 0.713 -3.296
C 3.068 4.441 2.145
H 3.858 4.944 1.585
N 0.465 -1.735 3.699
B -0.080 -0.375 4.155
H -2.033 4.440 -4.175
H -4.690 -0.260 4.754
N 1.630 -0.639 -2.304
H -3.871 1.753 0.739
C 1.155 2.794 -1.487
N 1.387 -2.893 -2.380
H 2.334 -1.423 4.708
H -1.331 -5.384 2.895
C 0.905 1.893 4.641
C -3.992 4.111 -3.354
H -2.286 -1.370 5.404
H -0.396 -4.539 0.634
H 5.518 3.311 2.836
C -0.377 -5.877 3.057
C 3.836 2.409 0.967
C -3.986 3.179 3.221
H -5.292 0.762 1.091
C 5.171 1.175 -3.552
*
```

Computed properties:
- Orbital gap (spin up / spin down): 6.12 / 5.85 eV
- ⟨S²⟩: 0.762
- LUMO energy (spin up / spin down): -0.39 / -0.65 eV

Mulliken atomic charge list, values in e, 99 entries:
1 H -0.222
2 C 1.652
3 C -0.718
4 H 0.430
5 H 0.462
6 H 0.235
7 C 0.535
8 H 0.365
9 C -0.563
10 H 0.595
11 C -1.473
12 H 0.394
13 N 1.716
14 C -0.633
15 C -0.550
16 H 0.441
17 H 0.475
18 C 0.409
19 H 0.216
20 C -0.559
21 H -0.184
22 H 0.181
23 H 0.470
24 N 0.822
25 C 0.092
26 H 0.426
27 Ru 0.894
28 H 0.437
29 N 0.453
30 H 0.599
31 C -0.492
32 C -0.928
33 N 0.720
34 H 0.373
35 H 0.692
36 H 0.330
37 H 0.233
38 C -1.292
39 C -1.206
40 H 0.404
41 C -0.888
42 S -0.333
43 H 0.400
44 C -2.401
45 C 1.208
46 S -0.328
47 S 0.284
48 H 0.405
49 H 0.672
50 N 1.941
51 H 0.473
52 C -1.550
53 H 0.548
54 Si 1.111
55 H 0.477
56 H 0.506
57 H 0.247
58 C -0.056
59 H 0.329
60 S -0.104
61 C -1.558
62 C -0.551
63 C -0.328
64 C -1.169
65 H 0.526
66 H 0.608
67 C -0.294
68 H 0.297
69 H 0.530
70 H 0.673
71 C 1.417
72 C -1.031
73 H 0.528
74 H 0.386
75 H 0.509
76 C -0.773
77 C -0.685
78 C -1.896
79 H 0.478
80 H 0.226
81 H 0.417
82 C -1.480
83 C 0.171
84 H 0.512
85 H 0.445
86 H 0.496
87 H 0.428
88 C -0.156
89 N 0.456
90 C 0.038
91 N 0.779
92 C -2.222
93 H 0.417
94 C -1.631
95 H 0.491
96 N 0.573
97 B 0.264
98 H 0.444
99 H 0.565


So what do the calculations give for total energy? Going down the list: -151237.499 -129584.530 -113847.936 eV.
So what do the calculations give for ΔE to the lowest compared entry with this formula, charge and spin? Going down the list: 0.000 6.353 0.000 eV.